<P>
A cluster of 2 separate species, C17H19N in total, computed with the ωB97M-V functional and the def2-TZVPD basis.

Cartesian coordinates (Å):
N  -1.6628  -2.1614  1.4308
C  -2.3427  0.0205  1.9242
C  -2.3368  -1.6480  0.3054
C  2.2340  -1.4674  -2.8797
C  2.3110  1.2378  -3.3914
C  2.4990  -1.0923  -4.2418
C  -1.4710  -1.0924  2.3063
C  2.2884  0.2830  -4.4619
C  3.2880  2.4327  -0.3726
C  -3.0500  -0.4623  0.6649
C  2.0317  1.7149  -0.9842
C  -3.8706  0.4221  -0.2090
C  -2.3905  1.1054  2.8483
C  -0.6543  -0.0875  4.1328
C  2.3481  -0.5669  -1.8794
C  2.2488  0.8204  -2.0706
C  -0.5007  -1.2370  3.3055
C  -1.5904  0.9466  4.0287
H  -2.8452  2.1860  2.7973
H  -3.4017  1.3592  -0.5020
H  2.2785  -2.6206  -2.7816
H  0.0065  -0.0170  4.8722
H  2.7783  -1.9123  -4.9617
H  -4.7525  0.6918  0.4146
H  3.4691  3.4305  -0.7023
H  -2.3501  -2.0349  -0.6257
H  1.5926  1.1591  -0.0494
H  1.2407  2.4306  -1.1684
H  -1.1786  -2.9487  1.4189
H  -4.2490  -0.1002  -1.0862
H  -1.5805  1.7095  4.8779
H  2.5894  -1.0452  -0.9035
H  3.9972  1.6744  -0.7917
H  3.2465  2.3608  0.6879
H  0.2765  -1.9889  3.5204
H  2.0190  2.1572  -3.7161
H  2.2524  0.6613  -5.4682

Properties
**Frontier orbital gap**: 8.34 eV
**LUMO level**: 0.667 eV
**HOMO level**: -7.672 eV
**SMILES**: Cc1c[nH]c2ccccc12.CCc1ccccc1

<Q>
A cluster of 2 separate species, C17H19N in total, computed with the ωB97M-V functional and the def2-TZVPD basis.

Cartesian coordinates (Å):
N  -1.8597  -1.0576  0.2003
C  -0.8452  -3.7929  -2.0461
C  2.5629  3.8964  1.1622
C  -0.8425  -2.7096  -1.0573
C  -2.1159  -4.9038  -2.0053
C  1.7021  3.4538  2.1252
C  0.1242  -0.0300  1.1586
C  -1.3648  2.7228  0.2218
C  0.1914  -1.9946  -0.4319
C  1.5276  -2.2140  -0.1222
C  -0.0755  3.3268  0.5484
C  2.2125  -1.3871  0.6780
C  0.7375  3.8212  -0.5103
C  -2.0571  -2.1373  -0.6800
C  -0.4927  -0.9133  0.3738
C  2.0753  4.0752  -0.1714
C  0.3649  3.2284  1.7848
C  1.5359  -0.2976  1.2507
H  -0.3299  0.8795  1.5450
H  3.1177  -1.8406  1.0546
H  -1.6330  -5.5841  -2.5463
H  2.2961  0.2331  1.9879
H  -2.2045  -5.3773  -1.0187
H  -2.5477  -0.5267  0.5311
H  -1.9905  3.5946  0.0362
H  1.9873  3.3001  3.1601
H  -3.0985  -2.4321  -0.9881
H  0.5340  3.8687  -1.5386
H  -3.1753  -4.6836  -2.2650
H  -1.4619  2.2831  -0.6402
H  1.8577  -3.0941  -0.6390
H  -0.9969  -3.2622  -2.9500
H  -1.8374  2.1494  1.0464
H  3.6058  4.1432  1.3427
H  -0.3126  2.7707  2.5512
H  2.6245  4.6149  -0.9241
H  0.1842  -4.1234  -2.2243

Properties
**Frontier orbital gap**: 8.18 eV
**LUMO level**: 0.833 eV
**HOMO level**: -7.351 eV
**SMILES**: CCc1c[nH]c2ccccc12.Cc1ccccc1

Decreasing stability: <Q>, <P>

<P>
An isolated molecule of C2H3NS2, computed with the ωB97M-V functional and the def2-TZVPD basis.

Cartesian coordinates (Å):
S  -2.0151  0.8625  0.2693
S  1.1306  -0.7664  0.1084
N  -1.4855  -0.4062  -0.4661
C  -0.5227  -1.0771  -0.7951
C  1.1632  0.7751  0.6233
H  -0.4835  -2.0068  -1.2056
H  1.6831  1.1040  1.4874
H  0.5298  1.5149  -0.0216

Properties
**Frontier orbital gap (spin up / spin down)**: 7.70 / 6.22 eV
**LUMO level (spin up / spin down)**: -0.444 / -1.201 eV
**HOMO level (spin up / spin down)**: -8.141 / -7.422 eV

<Q>
An isolated molecule of C2H3NS2, computed with the ωB97M-V functional and the def2-TZVPD basis.

Cartesian coordinates (Å):
S  -1.1658  -0.7748  0.3511
S  0.9288  1.1547  -0.3910
N  1.4855  -0.3739  -0.4394
C  0.6380  -1.2628  -0.0241
C  -0.7926  0.8373  0.2069
H  0.9754  -2.4490  -0.1434
H  -0.5740  1.4714  1.1026
H  -1.4954  1.3972  -0.6627

Properties
**Frontier orbital gap**: 8.76 eV
**LUMO level**: 0.675 eV
**HOMO level**: -8.082 eV
**SMILES**: C1=NSCS1

<R>
An isolated molecule of C2H3NS2, computed with the ωB97M-V functional and the def2-TZVPD basis.

Cartesian coordinates (Å):
S  -0.3469  0.2056  -0.9259
S  1.2818  -1.1742  -2.9749
N  -0.0856  0.1081  0.7496
C  0.9505  -0.8169  -1.4384
C  -0.8874  0.7722  1.4869
H  1.5203  -1.1881  -0.5927
H  -0.7252  0.7170  2.5604
H  -1.7076  1.3763  1.1350

Properties
**Frontier orbital gap**: 8.64 eV
**LUMO level**: -0.226 eV
**HOMO level**: -8.863 eV
**SMILES**: C=NSC=S

Decreasing stability: <R>, <Q>, <P>

<P>
An isolated molecule of C7H12N2O5, computed with the ωB97M-V functional and the def2-TZVPD basis.

Cartesian coordinates (Å):
O  2.9069  0.4155  -0.9882
O  -2.9516  -1.6955  -1.2176
O  -0.3991  -1.3518  -0.0635
O  -2.9897  -1.1664  1.0789
O  4.4858  -0.9308  -0.4140
N  1.3036  -0.6283  1.0560
N  0.5525  2.1396  0.5418
C  -3.0317  -0.9044  -0.3409
C  2.2814  -1.4617  0.3549
C  0.1849  -0.3696  0.4636
C  -2.9496  0.5995  -0.5377
C  3.2160  -0.5845  -0.3970
C  -0.5431  1.0356  0.4779
C  -1.4926  0.9866  -0.7114
H  5.1768  -0.2932  -0.5463
H  1.5612  0.1847  1.6203
H  -1.1886  0.2207  -1.3335
H  -2.7731  -2.0559  1.1991
H  -3.3093  1.0556  0.3394
H  0.0117  2.9706  0.3879
H  -1.3853  1.9706  -1.4378
H  1.7707  -2.1791  -0.2935
H  2.9703  -2.2620  0.8990
H  -0.9983  1.2080  1.4686
H  1.2081  2.1212  -0.1944
H  -3.6180  0.9748  -1.4115

Properties
**Frontier orbital gap**: 10.24 eV
**LUMO level**: 0.472 eV
**HOMO level**: -9.771 eV
**SMILES**: N[C@@H](CCC(=O)O)C(=O)NCC(=O)O

<Q>
An isolated molecule of C7H12N2O5, computed with the ωB97M-V functional and the def2-TZVPD basis.

Cartesian coordinates (Å):
O  -1.3436  -1.8849  -1.9842
O  3.6181  1.4104  -0.1907
O  -1.7026  3.0183  0.6642
O  4.0890  -0.6878  -0.6106
O  -1.5739  2.5860  -1.5589
N  -1.1512  0.0518  -0.9330
N  -1.1110  -1.4773  1.4559
C  3.1219  0.2906  -0.2862
C  1.6515  -0.0536  0.0456
C  -0.6836  0.9477  -0.0314
C  0.8689  1.1353  -0.1462
C  -1.3894  -1.3061  -0.9441
C  -1.7888  -2.0537  0.2989
C  -1.3527  2.2282  -0.4512
H  -0.9566  0.5803  1.0412
H  -0.1403  -1.8582  1.5370
H  -1.5385  2.4874  1.4932
H  -1.5991  -3.0948  0.0396
H  -1.0331  0.3855  -1.8691
H  -2.8206  -1.9305  0.5302
H  1.1963  1.8433  0.5928
H  -1.7172  -1.4729  2.2408
H  1.4187  -0.2317  1.1398
H  1.0455  1.6274  -1.1260
H  3.6889  -1.6154  -0.5083
H  1.2036  -0.9254  -0.4394

Properties
**Frontier orbital gap**: 9.84 eV
**LUMO level**: 0.057 eV
**HOMO level**: -9.782 eV
**SMILES**: NCC(=O)N[C@@H](CCC(=O)O)C(=O)O

Decreasing stability: <Q>, <P>